{
  "formula": "C20H57F4N5O10P2Sr2",
  "method": "ωB97M-V with the def2-TZVPD basis set",
  "max_force_ha_per_bohr": 0.06839,
  "energy_ev": -80705.59128,
  "total_charge": 2,
  "lumo_ha": -0.2156,
  "homo_ha": -0.468,
  "symbols": ["Sr", "Sr", "O", "P", "O", "F", "F", "O", "P", "O", "F", "F", "O", "H", "H", "C", "C", "C", "O", "C", "N", "H", "H", "H", "H", "H", "H", "H", "H", "H", "H", "H", "C", "C", "C", "O", "C", "N", "H", "H", "H", "H", "H", "H", "H", "H", "H", "H", "H", "C", "C", "C", "O", "C", "N", "H", "H", "H", "H", "H", "H", "H", "H", "H", "H", "H", "C", "C", "C", "O", "C", "N", "H", "H", "H", "H", "H", "H", "H", "H", "H", "H", "H", "C", "C", "C", "O", "C", "N", "H", "H", "H", "H", "H", "H", "H", "H", "H", "H", "H"],
  "positions_angstrom": [[-3.790, 4.295, 22.114], [-1.195, 2.255, 16.882], [-2.598, 4.309, 17.248], [-3.850, 4.749, 17.998], [-3.920, 4.645, 19.543], [-5.107, 3.972, 17.385], [-4.163, 6.203, 17.546], [-4.208, 1.869, 20.819], [-3.933, 1.189, 19.523], [-2.924, 1.691, 18.525], [-5.423, 1.272, 18.884], [-3.746, -0.317, 19.913], [-3.013, 8.345, 16.076], [-2.578, 8.978, 16.646], [-3.090, 7.554, 16.610], [-10.945, 6.253, 17.534], [-9.673, 5.924, 18.302], [-8.902, 4.992, 17.386], [-9.297, 3.626, 17.116], [-9.253, 2.745, 18.220], [-9.132, 7.130, 18.948], [-10.765, 6.832, 16.629], [-11.667, 6.803, 18.138], [-11.469, 5.356, 17.204], [-10.018, 5.330, 19.149], [-7.865, 4.964, 17.720], [-8.791, 5.393, 16.378], [-9.520, 1.786, 17.774], [-10.082, 3.059, 18.854], [-8.404, 2.638, 18.895], [-8.666, 7.569, 18.168], [-9.980, 7.669, 19.049], [-5.291, 3.129, 13.689], [-4.328, 3.791, 12.773], [-4.781, 3.841, 11.308], [-3.949, 4.733, 10.557], [-3.887, 4.476, 9.084], [-4.216, 5.216, 13.176], [-4.821, 3.238, 14.667], [-5.458, 2.121, 13.311], [-6.281, 3.586, 13.676], [-3.370, 3.273, 12.795], [-5.792, 4.228, 11.178], [-4.658, 2.868, 10.832], [-4.887, 4.423, 8.655], [-3.208, 3.642, 8.905], [-3.604, 5.434, 8.648], [-3.830, 5.563, 12.310], [-5.095, 5.663, 13.391], [-0.708, 4.910, 13.054], [-0.346, 4.062, 14.253], [-0.134, 5.021, 15.432], [0.457, 4.412, 16.638], [0.700, 5.347, 17.705], [-1.478, 3.196, 14.520], [-1.023, 4.483, 12.102], [0.035, 5.661, 12.787], [-1.569, 5.531, 13.302], [0.518, 3.453, 13.986], [-1.091, 5.504, 15.630], [0.459, 5.890, 15.148], [0.042, 6.200, 17.538], [1.743, 5.604, 17.524], [0.690, 5.048, 18.753], [-1.698, 2.591, 13.742], [-2.330, 3.738, 14.476], [-7.184, -0.272, 16.815], [-5.889, -0.114, 16.006], [-5.961, -0.434, 14.475], [-4.705, -0.504, 13.701], [-4.946, -1.107, 12.441], [-5.437, 1.243, 16.212], [-7.008, 0.108, 17.822], [-7.598, -1.279, 16.860], [-7.916, 0.378, 16.337], [-5.073, -0.738, 16.370], [-6.530, 0.347, 13.973], [-6.468, -1.386, 14.315], [-5.692, -1.901, 12.402], [-4.126, -1.679, 12.006], [-5.285, -0.450, 11.640], [-6.152, 1.900, 15.934], [-5.415, 1.435, 17.203], [-6.295, 8.579, 22.260], [-5.312, 7.436, 22.647], [-5.691, 6.632, 23.922], [-4.603, 5.664, 24.091], [-4.455, 5.242, 25.465], [-5.238, 6.495, 21.536], [-7.173, 8.176, 21.755], [-5.944, 9.326, 21.548], [-6.892, 9.037, 23.048], [-4.323, 7.864, 22.811], [-6.642, 6.101, 23.957], [-5.725, 7.301, 24.782], [-3.755, 4.412, 25.562], [-5.381, 4.779, 25.806], [-4.079, 5.915, 26.235], [-5.126, 7.080, 20.720], [-6.136, 6.148, 21.230]]
}

---

{
  "formula": "C42H64N4O15P",
  "method": "ωB97M-V with the def2-TZVPD basis set",
  "max_force_ha_per_bohr": 0.03358,
  "energy_ev": -90540.38605,
  "total_charge": 1,
  "lumo_ha": -0.1136,
  "homo_ha": -0.424,
  "symbols": ["C", "C", "C", "C", "C", "C", "C", "C", "N", "C", "C", "C", "O", "C", "O", "C", "C", "O", "C", "P", "O", "O", "O", "C", "C", "O", "C", "O", "C", "C", "O", "C", "C", "C", "C", "H", "H", "H", "H", "H", "H", "H", "H", "H", "H", "H", "H", "H", "H", "H", "H", "H", "H", "H", "H", "H", "H", "H", "H", "H", "H", "H", "H", "H", "H", "H", "H", "H", "H", "H", "H", "H", "H", "H", "H", "H", "H", "H", "H", "H", "H", "H", "H", "H", "C", "C", "C", "C", "C", "C", "N", "O", "O", "H", "H", "H", "H", "H", "C", "C", "C", "C", "C", "C", "N", "O", "O", "H", "H", "H", "H", "H", "C", "C", "C", "C", "C", "C", "N", "O", "O", "H", "H", "H", "H", "H"],
  "positions_angstrom": [[3.374, -1.525, 3.464], [4.233, -0.301, 3.107], [3.404, 0.871, 2.550], [2.163, 1.275, 3.338], [1.149, 1.940, 2.400], [-0.130, 2.358, 3.163], [-1.401, 1.721, 2.607], [-2.053, 2.548, 1.488], [-2.617, 1.682, 0.424], [-3.802, 1.206, 0.531], [-4.120, 0.300, -0.625], [-5.167, -0.777, -0.325], [-6.418, -0.178, -0.625], [-7.477, -1.097, -0.821], [-7.902, -1.080, -2.139], [-8.971, -0.196, -2.421], [-9.646, -0.602, -3.707], [-8.731, -0.701, -4.783], [-2.686, -0.122, -1.018], [-2.181, -1.456, 0.116], [-2.633, -1.255, 1.504], [-2.844, -2.717, -0.573], [-0.612, -1.724, 0.060], [-1.973, 1.229, -0.849], [-0.449, 1.258, -0.898], [0.061, 2.489, -0.423], [0.880, 3.191, -1.358], [0.973, 4.514, -0.988], [0.018, 5.388, -1.576], [-0.943, 5.987, -0.574], [-1.992, 6.582, -1.354], [-2.447, 2.267, -1.940], [-2.836, 1.737, -3.323], [-1.685, 1.089, -4.093], [-3.358, 2.939, -4.151], [2.356, -1.409, 3.093], [3.778, -2.444, 3.046], [3.340, -1.668, 4.543], [4.884, -0.044, 3.934], [4.900, -0.606, 2.296], [4.075, 1.728, 2.457], [3.113, 0.587, 1.535], [2.409, 1.969, 4.129], [1.683, 0.401, 3.780], [1.624, 2.812, 1.955], [0.877, 1.204, 1.641], [-0.220, 3.442, 3.242], [0.004, 2.005, 4.186], [-2.126, 1.555, 3.403], [-1.139, 0.730, 2.235], [-1.359, 3.266, 1.072], [-2.896, 3.065, 1.939], [-4.438, 1.422, 1.377], [-4.622, 0.928, -1.365], [-5.107, -1.091, 0.718], [-5.010, -1.628, -0.987], [-7.178, -2.118, -0.580], [-8.284, -0.819, -0.139], [-8.595, 0.825, -2.549], [-9.724, -0.165, -1.628], [-10.369, 0.166, -3.980], [-10.205, -1.534, -3.585], [-8.310, -1.564, -4.752], [-2.622, -0.567, -2.009], [-2.724, -3.477, 0.019], [-0.252, -1.386, 0.894], [-0.103, 1.076, -1.915], [-0.025, 0.454, -0.298], [0.511, 3.079, -2.383], [1.893, 2.783, -1.314], [-0.567, 4.928, -2.375], [0.571, 6.210, -2.032], [-0.485, 6.770, 0.031], [-1.378, 5.242, 0.094], [-2.815, 6.521, -0.864], [-1.695, 3.035, -2.090], [-3.328, 2.781, -1.552], [-3.657, 1.022, -3.282], [-1.263, 0.215, -3.594], [-0.902, 1.803, -4.353], [-2.084, 0.715, -5.036], [-4.429, 3.074, -4.016], [-3.145, 2.784, -5.203], [-2.870, 3.849, -3.800], [8.346, 3.223, 7.565], [7.935, 1.911, 7.367], [6.691, 1.649, 6.818], [5.878, 2.714, 6.473], [6.267, 4.027, 6.668], [7.512, 4.278, 7.220], [4.565, 2.441, 5.872], [4.240, 1.277, 5.729], [3.881, 3.394, 5.548], [9.321, 3.423, 7.990], [8.585, 1.091, 7.638], [6.364, 0.632, 6.662], [5.614, 4.842, 6.395], [7.833, 5.298, 7.378], [1.862, -4.970, -0.364], [2.297, -6.256, -0.658], [3.540, -6.687, -0.216], [4.326, -5.818, 0.518], [3.909, -4.534, 0.810], [2.671, -4.110, 0.362], [5.636, -6.275, 1.012], [5.983, -7.401, 0.722], [6.286, -5.496, 1.679], [0.891, -4.631, -0.704], [1.668, -6.926, -1.229], [3.885, -7.686, -0.439], [4.536, -3.861, 1.376], [2.334, -3.106, 0.585], [2.814, -5.361, -6.346], [3.338, -4.373, -5.523], [2.530, -3.747, -4.588], [1.204, -4.130, -4.494], [0.662, -5.108, -5.308], [1.478, -5.725, -6.241], [0.349, -3.487, -3.489], [0.843, -2.616, -2.797], [-0.804, -3.861, -3.393], [3.450, -5.850, -7.071], [4.378, -4.091, -5.607], [2.931, -2.980, -3.944], [-0.377, -5.388, -5.218], [1.072, -6.493, -6.884]]
}

---

{
  "formula": "C25H31N3O5S",
  "method": "ωB97M-V with the def2-TZVPD basis set",
  "relative_energy_kj_mol": 69.09,
  "max_force_ha_per_bohr": 0.01984,
  "energy_ev": -51972.20296,
  "smiles": "CC[C@H](C)c1ccccc1N1C[C@@H](C(=O)Nc2cccc(S(=O)(=O)N3CCOCC3)c2)CC1=O",
  "lumo_ha": 0.0106,
  "homo_ha": -0.337,
  "symbols": ["C", "H", "C", "H", "H", "C", "C", "C", "C", "C", "C", "C", "N", "C", "O", "C", "H", "H", "C", "C", "O", "N", "C", "C", "C", "C", "C", "C", "H", "H", "H", "S", "O", "O", "N", "C", "H", "C", "H", "O", "C", "H", "C", "H", "H", "H", "H", "H", "H", "H", "H", "C", "H", "H", "H", "H", "H", "H", "C", "H", "H", "H", "H", "H", "H"],
  "positions_angstrom": [[2.366, 3.033, -0.384], [1.800, 3.854, -0.818], [1.567, 1.742, -0.512], [0.618, 1.851, 0.018], [1.343, 1.582, -1.568], [2.275, 0.482, 0.028], [3.513, 0.195, -0.784], [4.750, 0.741, -0.459], [5.873, 0.503, -1.231], [5.787, -0.295, -2.358], [4.571, -0.856, -2.697], [3.447, -0.615, -1.920], [2.224, -1.232, -2.310], [1.344, -0.701, -3.180], [1.399, 0.394, -3.688], [0.250, -1.745, -3.417], [0.431, -2.212, -4.387], [-0.725, -1.260, -3.448], [0.431, -2.742, -2.267], [-0.446, -2.348, -1.075], [0.006, -1.962, -0.024], [-1.778, -2.468, -1.345], [-2.849, -2.062, -0.545], [-2.691, -1.702, 0.791], [-3.788, -1.262, 1.501], [-5.045, -1.182, 0.936], [-5.209, -1.573, -0.383], [-4.120, -2.002, -1.120], [-4.251, -2.294, -2.153], [-6.184, -1.536, -0.843], [-5.869, -0.835, 1.539], [-3.526, -0.674, 3.176], [-2.510, -1.462, 3.804], [-4.799, -0.532, 3.817], [-2.908, 0.859, 2.979], [-3.806, 1.841, 2.418], [-4.775, 1.709, 2.898], [-3.230, 3.230, 2.708], [-3.824, 4.005, 2.221], [-1.925, 3.352, 2.193], [-1.062, 2.389, 2.754], [-0.084, 2.558, 2.300], [-1.563, 0.971, 2.462], [-0.954, 0.223, 2.969], [-1.540, 0.794, 1.375], [-0.997, 2.531, 3.842], [-3.222, 3.395, 3.795], [-3.908, 1.707, 1.329], [-1.735, -1.774, 1.281], [-2.035, -2.787, -2.270], [0.189, -3.767, -2.558], [1.913, -2.586, -1.905], [2.539, -3.308, -2.445], [2.078, -2.708, -0.831], [4.481, -1.479, -3.575], [6.659, -0.479, -2.968], [6.818, 0.947, -0.953], [4.842, 1.367, 0.415], [2.552, 0.566, 1.529], [3.103, -0.313, 1.856], [3.126, 1.449, 1.794], [1.609, 0.598, 2.069], [1.577, -0.348, -0.115], [3.310, 2.954, -0.917], [2.567, 3.279, 0.656]]
}

---

- Number 2 is which compound?
  C42H64N4O15P